No. 1
Formula: C4H5Cl2NOS
Source: OMol25
Level of theory: ωB97M-V with the def2-TZVPD basis set

The calculation puts the relative energy (zero: lowest compared OMol25 entry of this formula, charge and spin) at 1.243 eV. The calculation puts the molar mass at 186.06 g/mol. For the gap between HOMO and LUMO (spin up / spin down), the calculation gives 8.55 / 5.99 eV. For the strongest force on any atom, the calculation gives 2.88 eV/A. The value obtained for the LUMO energy (spin up / spin down) is -0.0140 / -0.0652 hartree. The value obtained for the total energy is -1603.871734 Ha.

```
! RIJCOSX wB97M-V def2-TZVPD def2/J DEFGRID3
* xyz 0 1
C 0.183 0.460 -0.439
C -1.024 -0.066 -1.339
C -2.121 0.005 -0.332
C 1.952 0.077 1.165
N 0.843 -0.408 0.402
O 0.292 1.673 -0.334
S 0.420 -2.001 0.354
Cl -2.523 1.543 0.187
Cl -2.784 -1.376 0.348
H -1.052 0.829 -2.105
H -0.676 -1.091 -1.784
H 1.812 -0.454 2.111
H 2.854 -0.309 0.711
H 1.823 1.118 1.053
*
```

Quick look at the Löwdin charges, all values in e: atom 1 (C): -0.55, atom 2 (C): -0.24, atom 3 (C): -1.23, atom 4 (C): -0.08, atom 5 (N): -0.56, atom 6 (O): 0.01, atom 7 (S): 0.74, atom 8 (Cl): 0.74, atom 9 (Cl): 0.66, atom 10 (H): 0.15, atom 11 (H): 0.10, atom 12 (H): 0.09, atom 13 (H): 0.09, atom 14 (H): 0.07

=====

No. 2
Formula: C4H8N2O
Source: OMol25
Level of theory: ωB97M-V with the def2-TZVPD basis set

The calculation puts the relative energy (zero: lowest compared OMol25 entry of this formula, charge and spin) at 1.561 eV. The calculation puts the molar mass at 100.12 g/mol. For the gap between HOMO and LUMO, the calculation gives 10.82 eV. For the strongest force on any atom, the calculation gives 1.12 eV/A. Its SMILES is N#C[C@@H](N)CCO. The value obtained for the LUMO energy is 0.0293 hartree. The value obtained for the total energy is -341.946276 Ha.

```
! RIJCOSX wB97M-V def2-TZVPD def2/J DEFGRID3
* xyz 0 1
N -0.165 1.194 1.870
C 0.297 0.364 0.758
C -0.891 -0.050 -0.123
C -0.457 -0.819 -1.361
O 0.300 -1.946 -0.950
C 1.280 1.127 -0.037
N 2.062 1.701 -0.668
H -0.668 0.609 2.533
H 0.628 1.588 2.366
H 0.815 -0.555 1.071
H -1.447 0.850 -0.410
H -1.558 -0.679 0.482
H 0.138 -0.162 -2.011
H -1.343 -1.132 -1.932
H 1.007 -2.091 -1.588
*
```

Quick look at the Löwdin charges, all values in e: atom 1 (N): 0.04, atom 2 (C): -0.40, atom 3 (C): -0.15, atom 4 (C): -0.27, atom 5 (O): -0.06, atom 6 (C): -0.19, atom 7 (N): 0.16, atom 8 (H): 0.08, atom 9 (H): 0.08, atom 10 (H): 0.14, atom 11 (H): 0.13, atom 12 (H): 0.12, atom 13 (H): 0.11, atom 14 (H): 0.12, atom 15 (H): 0.09

=====

No. 3
Formula: C16H48O8
Source: OMol25
Level of theory: ωB97M-V with the def2-TZVPD basis set

The calculation puts the relative energy (zero: lowest compared OMol25 entry of this formula, charge and spin) at 1.748 eV. The calculation puts the molar mass at 368.55 g/mol. For the gap between HOMO and LUMO, the calculation gives 9.71 eV. For the strongest force on any atom, the calculation gives 0.52 eV/A. Its SMILES is CCO.CCO.CCO.CCO.CCO.CCO.CCO.CCO. The value obtained for the LUMO energy is 0.0148 hartree. The value obtained for the total energy is -1240.243813 Ha.

```
! RIJCOSX wB97M-V def2-TZVPD def2/J DEFGRID3
* xyz 0 1
C -1.113 -24.296 -6.073
C -0.314 -23.663 -7.202
O 0.064 -22.320 -6.891
H -1.996 -23.692 -5.857
H -0.539 -24.317 -5.143
H -1.406 -25.319 -6.320
H -0.920 -23.598 -8.106
H 0.565 -24.275 -7.432
H 0.908 -22.306 -6.418
C 4.715 -23.564 -1.582
C 5.748 -22.552 -1.205
O 5.406 -21.302 -1.812
H 4.750 -23.790 -2.646
H 3.719 -23.196 -1.334
H 4.863 -24.492 -1.027
H 6.742 -22.886 -1.527
H 5.781 -22.445 -0.115
H 6.210 -20.804 -1.980
C 2.700 -23.582 -4.766
C 3.433 -22.322 -5.170
O 2.476 -21.291 -5.422
H 3.404 -24.346 -4.422
H 2.198 -24.049 -5.618
H 1.998 -23.374 -3.960
H 4.036 -22.503 -6.067
H 4.104 -22.016 -4.360
H 2.914 -20.573 -5.907
C 1.378 -17.227 -2.974
C 1.699 -18.193 -4.083
O 0.937 -19.363 -3.876
H 1.590 -17.662 -1.997
H 0.314 -16.987 -3.011
H 1.948 -16.300 -3.067
H 2.772 -18.426 -4.109
H 1.441 -17.728 -5.047
H 1.322 -20.074 -4.405
C 5.294 -22.398 -9.341
C 6.731 -22.738 -9.634
O 7.094 -23.899 -8.891
H 5.137 -22.114 -8.301
H 4.637 -23.226 -9.605
H 5.021 -21.550 -9.975
H 7.372 -21.890 -9.361
H 6.854 -22.917 -10.707
H 7.916 -24.252 -9.239
C 2.328 -20.231 -8.854
C 3.464 -19.309 -8.484
O 3.684 -19.433 -7.076
H 2.209 -20.282 -9.937
H 1.382 -19.876 -8.443
H 2.499 -21.236 -8.467
H 3.206 -18.274 -8.730
H 4.373 -19.574 -9.031
H 4.442 -18.906 -6.807
C -0.904 -25.972 -2.717
C 0.592 -26.051 -2.450
O 0.997 -25.213 -1.371
H -1.228 -24.930 -2.719
H -1.461 -26.493 -1.933
H -1.166 -26.447 -3.662
H 1.158 -25.734 -3.326
H 0.878 -27.091 -2.253
H 0.571 -25.526 -0.568
C 1.436 -26.930 -6.597
C 2.127 -28.033 -5.833
O 1.200 -28.600 -4.906
H 1.015 -26.179 -5.930
H 0.649 -27.318 -7.243
H 2.174 -26.442 -7.240
H 2.993 -27.633 -5.295
H 2.457 -28.804 -6.537
H 1.616 -29.370 -4.507
*
```

Quick look at the Löwdin charges, all values in e: atom 1 (C): -0.09, atom 2 (C): -0.31, atom 3 (O): -0.09, atom 4 (H): 0.08, atom 5 (H): 0.05, atom 6 (H): 0.07, atom 7 (H): 0.11, atom 8 (H): 0.09, atom 9 (H): 0.03, atom 10 (C): -0.09, atom 11 (C): -0.33, atom 12 (O): -0.08, atom 13 (H): 0.06, atom 14 (H): 0.08, atom 15 (H): 0.08, atom 16 (H): 0.11, atom 17 (H): 0.11, atom 18 (H): 0.08, atom 19 (C): -0.08, atom 20 (C): -0.27, atom 21 (O): -0.11, atom 22 (H): 0.07, atom 23 (H): 0.05, atom 24 (H): 0.09, atom 25 (H): 0.11, atom 26 (H): 0.10, atom 27 (H): 0.04, atom 28 (C): -0.10, atom 29 (C): -0.35, atom 30 (O): -0.08, atom 31 (H): 0.08, atom 32 (H): 0.08, atom 33 (H): 0.07, atom 34 (H): 0.11, atom 35 (H): 0.11, atom 36 (H): 0.04, atom 37 (C): -0.09, atom 38 (C): -0.33, atom 39 (O): -0.08, atom 40 (H): 0.06, atom 41 (H): 0.08, atom 42 (H): 0.07, atom 43 (H): 0.11, atom 44 (H): 0.11, atom 45 (H): 0.08, atom 46 (C): -0.08, atom 47 (C): -0.29, atom 48 (O): -0.10, atom 49 (H): 0.08, atom 50 (H): 0.08, atom 51 (H): 0.07, atom 52 (H): 0.11, atom 53 (H): 0.09, atom 54 (H): 0.10, atom 55 (C): -0.09, atom 56 (C): -0.32, atom 57 (O): -0.08, atom 58 (H): 0.08, atom 59 (H): 0.07, atom 60 (H): 0.07, atom 61 (H): 0.09, atom 62 (H): 0.11, atom 63 (H): 0.08, atom 64 (C): -0.10, atom 65 (C): -0.32, atom 66 (O): -0.09, atom 67 (H): 0.04, atom 68 (H): 0.08, atom 69 (H): 0.08, atom 70 (H): 0.11, atom 71 (H): 0.11, atom 72 (H): 0.08

=====

No. 4
Formula: C19H24ClN5O
Source: OMol25
Level of theory: ωB97M-V with the def2-TZVPD basis set

The calculation puts the relative energy (zero: lowest compared OMol25 entry of this formula, charge and spin) at 0.000 eV. The calculation puts the molar mass at 373.89 g/mol. For the gap between HOMO and LUMO, the calculation gives 7.84 eV. For the strongest force on any atom, the calculation gives 3.84 eV/A. Its SMILES is CCN(CC)c1ccc(OCc2ccc(Cl)cc2)c(/C=N/N=C(N)N)c1. The value obtained for the LUMO energy is 0.0189 hartree. The value obtained for the total energy is -1547.565880 Ha.

```
! RIJCOSX wB97M-V def2-TZVPD def2/J DEFGRID3
* xyz 0 1
Cl 1.763 1.621 7.311
N -1.240 3.035 -3.304
N -1.161 1.831 -2.658
O 1.150 2.183 0.720
C -1.997 3.104 -4.368
C -0.502 1.930 -1.511
C 0.956 2.387 4.860
C 3.273 1.725 5.044
C 1.061 -0.237 1.113
C 0.583 -1.481 0.747
C -0.683 -0.488 -1.048
C 1.112 2.649 3.519
C 3.434 1.958 3.671
C 2.013 1.880 5.614
C 0.688 0.918 0.409
C -0.181 0.787 -0.712
C -0.305 -1.638 -0.316
C 2.327 2.353 2.888
N -2.026 4.250 -5.068
N -2.744 2.103 -4.788
N -0.725 -2.893 -0.756
C 2.436 2.390 1.385
C -2.289 -4.133 0.705
C 0.246 -4.880 -1.645
C -2.152 -3.208 -0.515
C -0.068 -3.437 -1.945
H -0.130 2.936 -1.244
H -0.047 2.498 5.284
H 4.117 1.403 5.606
H 1.694 -0.124 2.002
H 0.924 -2.365 1.284
H -1.291 -0.592 -1.951
H 0.286 2.900 2.849
H 4.381 1.743 3.234
H -1.361 4.935 -4.742
H -2.097 4.068 -6.067
H -2.802 1.344 -4.113
H -3.529 2.455 -5.284
H 2.766 3.422 1.174
H 3.201 1.690 1.033
H -1.775 -3.686 1.579
H -3.338 -4.341 0.936
H -1.819 -5.085 0.491
H 0.761 -5.021 -0.685
H -0.666 -5.455 -1.658
H 0.927 -5.260 -2.422
H -2.590 -3.701 -1.390
H -2.725 -2.275 -0.338
H -0.701 -3.323 -2.815
H 0.843 -2.874 -2.121
*
```

Quick look at the Löwdin charges, all values in e: atom 1 (Cl): 0.66, atom 2 (N): -0.01, atom 3 (N): 0.00, atom 4 (O): -0.08, atom 5 (C): -0.59, atom 6 (C): -0.09, atom 7 (C): -0.11, atom 8 (C): -0.09, atom 9 (C): -0.01, atom 10 (C): -0.01, atom 11 (C): 0.05, atom 12 (C): -0.03, atom 13 (C): -0.03, atom 14 (C): -0.67, atom 15 (C): -0.20, atom 16 (C): -0.14, atom 17 (C): -0.27, atom 18 (C): -0.21, atom 19 (N): 0.13, atom 20 (N): 0.15, atom 21 (N): -0.16, atom 22 (C): -0.11, atom 23 (C): -0.09, atom 24 (C): -0.10, atom 25 (C): -0.22, atom 26 (C): -0.23, atom 27 (H): 0.12, atom 28 (H): 0.11, atom 29 (H): 0.10, atom 30 (H): 0.12, atom 31 (H): 0.12, atom 32 (H): 0.12, atom 33 (H): 0.13, atom 34 (H): 0.10, atom 35 (H): 0.10, atom 36 (H): 0.11, atom 37 (H): 0.10, atom 38 (H): 0.09, atom 39 (H): 0.14, atom 40 (H): 0.13, atom 41 (H): 0.08, atom 42 (H): 0.07, atom 43 (H): 0.05, atom 44 (H): 0.08, atom 45 (H): 0.06, atom 46 (H): 0.07, atom 47 (H): 0.11, atom 48 (H): 0.12, atom 49 (H): 0.11, atom 50 (H): 0.12

=====

Which of these has the lowest relative energy (zero: lowest compared OMol25 entry of this formula, charge and spin)? C19H24ClN5O

=====

Number 4 is which compound? C19H24ClN5O

=====

What is the molar mass in the second record? 100.12 g/mol